one:
DFT (ωB97M-V/def2-TZVPD) results for a single CH5N3 molecule.

- HOMO-LUMO gap: 9.0 eV
- Total charge: 0
- LUMO level: 0.960 eV
- Molecular weight: 59.07 g mol⁻¹

Last column: Löwdin charge in e.
Cartesian coordinates (Å):
N -0.197 1.277 0.787  0.038
C 0.009 0.146 0.209  -0.534
N 1.042 -0.017 -0.837  0.089
N -0.853 -0.927 0.526  0.096
H -0.359 2.059 0.192  0.018
H 1.354 0.852 -1.298  0.091
H 1.404 -0.915 -1.066  0.053
H -1.100 -0.898 1.524  0.098
H -1.300 -1.577 -0.037  0.052

---

two:
DFT (ωB97M-V/def2-TZVPD) results for a single CH5N3 molecule.

- HOMO-LUMO gap: 9.8 eV
- Total charge: 0
- LUMO level: 1.102 eV
- Molecular weight: 59.07 g mol⁻¹

Last column: Löwdin charge in e.
Cartesian coordinates (Å):
C 1.331 0.080 -0.001  -0.153
N -0.952 -0.181 0.016  -0.241
N -2.235 -0.090 -0.009  0.043
N 0.028 0.656 0.008  -0.055
H 1.939 0.642 -0.709  0.070
H 1.793 0.184 0.985  0.072
H 1.330 -0.983 -0.283  0.070
H -0.698 -1.194 0.038  0.154
H -2.536 0.885 -0.045  0.040

---

In kJ/mol, relative to the most stable structure: one 0.0; two 142.3.